This record from the Open Molecules 2025 dataset describes a 2-piece molecular cluster, C8H19N2O overall in a non-equilibrium geometry. The level of theory is the ωB97M-V functional and the def2-TZVPD basis.

Geometry as ORCA input:
```
! wB97M-V def2-TZVPD RIJCOSX def2/J DEFGRID3
* xyz 1 1
C -1.116 -0.082 1.749
N 0.246 -0.083 1.270
C 0.904 -1.356 1.486
C 2.334 -1.256 1.999
O 2.945 -0.094 1.418
C 2.343 1.073 2.000
C 0.916 1.191 1.484
H -1.310 0.801 2.376
H -1.822 -0.053 0.905
H -1.316 -1.005 2.313
H 0.327 -1.906 2.250
H 0.871 -1.918 0.529
H 2.312 -1.159 3.118
H 2.901 -2.158 1.707
H 2.317 0.978 3.119
H 2.919 1.973 1.710
H 0.884 1.748 0.523
H 0.338 1.746 2.244
C -1.492 -1.101 -3.307
N -1.346 0.127 -2.534
C -1.462 1.430 -3.176
C -1.239 0.045 -1.224
H -1.205 -0.963 -4.356
H -0.854 -1.882 -2.895
H -2.535 -1.455 -3.235
H -1.175 1.389 -4.234
H -2.496 1.800 -3.074
H -0.807 2.152 -2.692
H -1.173 0.989 -0.670
H -1.209 -0.969 -0.803
*
```

- HOMO level (eV) = -11.6
- DFT total energy (eV) = -13623.0139
- energy above the lowest of the compared OMol25 structures with the same formula, charge and spin (eV) = 2.3819
- LUMO level (eV) = -4.70